Formula: C21H13N4O2Pt
Source: the Open Molecules 2025 dataset
Level of theory: ωB97M-V with the def2-TZVPD basis set

Last column: Mulliken charge in e.
Element x y z (Å)
1 Pt -1.39507 1.00092 0.15179  -0.051
2 C -3.37642 -2.59665 -1.28103  -0.529
3 C -2.27294 -3.34254 -1.68027  -0.487
4 C -0.90694 -3.08361 -1.66455  -0.938
5 C -0.23404 -1.88655 -1.24682  1.424
6 C -2.20570 -0.60778 -0.51909  0.234
7 C -3.36425 -1.30166 -0.69862  -0.667
8 C 1.64575 -0.45163 -0.60335  -0.038
9 C 1.81941 0.73140 -1.36465  -0.131
10 C 2.12137 1.88702 -0.71611  -0.929
11 C 2.27866 1.87277 0.68895  1.304
12 C 2.56207 3.03382 1.44543  -0.799
13 C 2.70607 2.95736 2.79968  -0.586
14 C 2.57334 1.71455 3.45904  -0.463
15 C 2.29369 0.58032 2.75315  -0.415
16 C 2.13547 0.63433 1.34861  -0.041
17 N 1.81396 -0.51556 0.68935  -0.424
18 H -4.34492 -3.06566 -1.40747  0.295
19 H -2.52123 -4.32640 -2.06798  0.313
20 H -0.27994 -3.88954 -2.00900  0.215
21 H -4.29451 -0.85146 -0.38012  0.264
22 H 1.67641 0.69450 -2.43619  0.433
23 H 2.22882 2.82149 -1.25463  0.374
24 H 2.64550 3.98466 0.93283  0.342
25 H 2.90812 3.85152 3.37521  0.370
26 H 2.68694 1.66783 4.53496  0.372
27 H 2.17489 -0.38255 3.23219  0.459
28 N -0.93122 -0.81878 -0.78627  0.062
29 C 1.16785 -1.70276 -1.28223  0.066
30 C 2.15141 -2.50555 -1.86848  0.930
31 C 1.93108 -3.66879 -2.65601  -0.442
32 N 1.78817 -4.60330 -3.31851  -0.704
33 C 3.52309 -2.14015 -1.73739  0.093
34 N 4.63347 -1.84411 -1.63126  -0.746
35 C -4.42695 1.98855 0.96778  -0.684
36 O -3.42495 2.93405 1.31650  -0.435
37 C -2.15180 2.59043 0.99748  0.627
38 O -1.25866 3.37558 1.26799  -0.569
39 H -5.38408 2.48600 1.11032  0.297
40 H -4.37098 1.10638 1.60924  0.307
41 H -4.32095 1.67157 -0.07046  0.297

Atoms 1-2, force components in eV/Å:
0.05 0.15 0.00
-0.03 0.00 0.00

Kohn-Sham gap (spin up / spin down) (Eh): 0.23181 / 0.26897
2S+1: 3
Total charge: -1
Relative energy (zero: lowest compared OMol25 entry of this formula, charge and spin) (kJ/mol): 118.4
<S²>: 2.021

=====

Formula: C30H61Cl2FN3O9S2
Source: the Open Molecules 2025 dataset
Level of theory: ωB97M-V with the def2-TZVPD basis set

Last column: Mulliken charge in e.
Element x y z (Å)
1 C -1.29482 4.24412 3.45997  -0.653
2 C -1.91083 2.77996 3.97102  -0.526
3 C -2.43877 1.91126 2.66607  0.211
4 C -3.86131 2.59025 2.16109  -0.654
5 C -4.48919 1.90260 0.81155  -0.303
6 C -5.16615 0.41854 1.05209  0.051
7 C -5.69555 -0.08499 -0.44805  -0.770
8 C -5.20210 -1.61596 -0.82017  -0.540
9 C -3.57647 -1.61666 -1.11611  0.283
10 C -2.91795 -2.76407 -0.14805  -0.640
11 C -1.32502 -3.06089 -0.45179  -0.801
12 C -0.37764 -1.68560 -0.35835  0.321
13 C 0.59980 -1.49101 -1.67328  -0.201
14 C 2.20406 -1.54218 -1.34802  -0.041
15 C 3.05075 -0.19984 -1.74860  -0.908
16 N 2.61539 0.36868 -3.07663  0.842
17 F 3.76705 0.66725 -3.78106  -0.213
18 C 1.80143 1.62188 -3.05079  -0.852
19 C 1.25791 2.15390 -1.62405  -0.317
20 O -0.22827 1.94491 -1.58513  -0.185
21 C -0.92500 3.02243 -2.30443  -0.400
22 C -2.00987 2.30111 -3.35179  -0.824
23 N 1.80884 1.52686 -0.38309  0.254
24 C 3.17891 0.92260 -0.53110  0.037
25 N 4.27606 1.86007 -0.97170  -0.177
26 C 4.21815 3.22445 -0.34015  -0.528
27 C 3.93980 4.44508 -1.45028  -0.091
28 C 3.03222 5.59283 -0.66429  -0.885
29 C 3.59718 0.31640 0.92397  -0.656
30 Cl 2.12109 -0.18595 1.99485  -0.084
31 C 4.64519 -0.92183 0.94681  0.270
32 C 4.19197 -2.18762 1.94190  -0.915
33 Cl 6.27003 -0.28696 1.66751  -0.216
34 H -0.63210 4.01577 2.49520  0.012
35 H -0.64710 4.76803 4.29534  0.317
36 H -2.17680 4.94729 3.10958  0.242
37 H -1.11899 2.18848 4.62988  0.279
38 H -2.83975 2.96451 4.69240  0.271
39 H -2.55759 0.78911 2.98622  0.241
40 H -1.59586 1.92612 1.82230  -0.273
41 H -4.63394 2.59275 3.05281  0.287
42 H -3.61292 3.73516 1.94780  0.210
43 H -3.64656 1.85638 -0.01198  -0.160
44 H -5.33193 2.64873 0.41401  0.297
45 H -6.07863 0.44099 1.81287  0.536
46 H -4.30567 -0.28674 1.47479  -0.139
47 H -5.23269 0.62694 -1.25330  0.288
48 H -6.86942 -0.10186 -0.43095  0.306
49 H -5.74599 -2.05847 -1.76632  0.328
50 H -5.47764 -2.28748 0.11955  0.111
51 H -3.30094 -1.85013 -2.23464  0.377
52 H -3.14693 -0.53686 -0.88249  -0.328
53 H -3.50607 -3.77575 -0.38443  0.317
54 H -3.08568 -2.54796 1.00246  0.194
55 H -1.17326 -3.65344 -1.44966  0.378
56 H -0.96659 -3.79663 0.41750  0.263
57 H 0.25883 -1.81954 0.61449  0.159
58 H -1.04932 -0.71121 -0.27446  -0.251
59 H 0.34692 -2.40940 -2.39335  0.436
60 H 0.23226 -0.53632 -2.24127  -0.295
61 H 2.32529 -1.90635 -0.24353  -0.678
62 H 2.64958 -2.42127 -2.02308  0.448
63 H 4.17338 -0.56982 -1.92717  0.495
64 H 2.10660 -0.32541 -3.70373  0.542
65 H 0.86236 1.45656 -3.76771  0.276
66 H 2.42413 2.49338 -3.56946  0.229
67 H 1.38507 3.33781 -1.54094  -0.001
68 H -0.23774 3.72033 -2.94466  0.332
69 H -1.51182 3.65442 -1.50064  0.321
70 H -1.88457 2.86443 -4.39493  0.322
71 H -3.12628 2.46195 -3.03341  0.256
72 H -1.74867 1.17558 -3.56688  0.173
73 H 1.70489 2.14887 0.44559  0.481
74 H 5.23730 1.46986 -0.76288  0.453
75 H 5.32211 3.45091 0.05696  0.348
76 H 3.52618 3.32565 0.59764  0.218
77 H 3.43287 4.05653 -2.43244  0.002
78 H 4.97910 4.95014 -1.72676  0.373
79 H 2.96678 6.58967 -1.27750  0.335
80 H 1.96662 5.14978 -0.44613  0.159
81 H 3.55564 5.77115 0.37439  0.300
82 H 4.10255 1.19666 1.55409  0.620
83 H 4.91892 -1.41094 -0.07328  0.073
84 H 4.13825 -1.88054 3.06968  0.358
85 H 3.24009 -2.75661 1.54383  0.243
86 H 5.08794 -2.97048 1.84886  0.148
87 C 8.00003 -4.13829 0.72168  -0.206
88 C 8.22037 -2.90432 -0.14924  -0.051
89 O 9.54441 -3.03993 -0.66044  -0.342
90 S 9.87833 -4.62483 -0.85284  1.082
91 O 9.64495 -4.97026 -2.23752  -0.533
92 O 11.11481 -4.91792 -0.16609  -0.516
93 O 8.64116 -5.21047 0.03278  -0.345
94 H 8.48291 -4.02332 1.69747  0.326
95 H 6.93873 -4.35794 0.86544  0.188
96 H 8.11779 -1.97351 0.41365  0.130
97 H 7.52975 -2.89338 -0.99910  0.259
98 C -8.19169 -4.15311 1.25004  -0.356
99 C -9.38415 -3.92259 2.17449  -0.405
100 O -9.14900 -2.65204 2.77715  -0.307
101 S -8.34824 -1.70373 1.71889  1.126
102 O -9.31279 -0.85788 1.05157  -0.603
103 O -7.16686 -1.18804 2.37068  -0.561
104 O -7.89804 -2.87806 0.68152  -0.258
105 H -7.31402 -4.48481 1.81414  0.286
106 H -8.41346 -4.87936 0.46349  0.333
107 H -9.47655 -4.69981 2.93683  0.323
108 H -10.31754 -3.85874 1.60523  0.309

Atoms 1-2, force components in eV/Å:
-0.23 -0.75 -0.28
-0.18 0.30 0.06

Kohn-Sham gap (Eh): 0.32692
Total charge: +1

=====

Formula: C2H5B
Source: the Open Molecules 2025 dataset
Level of theory: ωB97M-V with the def2-TZVPD basis set

Last column: Mulliken charge in e.
Element x y z (Å)
1 B 0.69446 0.03692 -0.30538  -0.129
2 C -1.32938 0.15029 -2.02745  -0.417
3 C -0.26678 -0.12768 -1.30997  0.164
4 H 1.60439 0.22290 0.40848  -0.057
5 H 2.91927 1.67455 1.46730  -0.187
6 H -2.17830 0.62546 -1.59985  0.235
7 H -1.63845 -0.25330 -3.02438  0.212
8 H 3.67959 1.83078 1.62407  0.178

Atoms 1-2, force components in eV/Å:
-1.12 -0.10 -1.62
-0.79 -1.44 -1.12

Kohn-Sham gap (Eh): 0.28828
Total charge: 0
Relative energy (zero: lowest compared OMol25 entry of this formula, charge and spin) (kJ/mol): 280.3

=====

Formula: C2H8NO
Source: the Open Molecules 2025 dataset
Level of theory: ωB97M-V with the def2-TZVPD basis set

Last column: Mulliken charge in e.
Element x y z (Å)
1 C -0.55816 0.64406 -0.04816  -1.072
2 C -1.73461 0.10378 0.57860  0.419
3 N 2.28266 -0.47113 0.07768  -0.790
4 O -2.65568 -0.44072 -0.20429  -0.356
5 H 0.00824 1.14347 0.60707  0.322
6 H 0.11851 -0.24618 -0.35053  0.455
7 H -0.76814 1.31883 -0.95317  0.374
8 H -1.98944 -0.02631 1.58050  0.430
9 H 2.51934 -0.63684 -0.93082  0.280
10 H 2.60601 -1.33291 0.55501  0.246
11 H 2.77720 0.39593 0.29227  0.261
12 H -2.60592 -0.45198 -1.20416  0.431

Atoms 1-2, force components in eV/Å:
-1.32 -1.12 -2.75
-1.55 -1.42 -5.73

Kohn-Sham gap (Eh): 0.29281
Total charge: +1
Relative energy (zero: lowest compared OMol25 entry of this formula, charge and spin) (kJ/mol): 220.8